<a>
Computed, not measured: a molecular structure, C31H61BrCl4CsLiMgN3O5PRbS, with ωB97M-V/def2-TZVPD.

Results
Gap between HOMO and LUMO: 1.03 eV
Net charge: +1
HOMO: -7.0 eV

Structure (XYZ):
```
111
C31H61BrCl4CsLiMgN3O5PRbS, DFT ωB97M-V/def2-TZVPD
C 0.493 0.701 -0.561
C 1.905 1.320 -0.740
C 2.265 1.762 -2.152
Cl 1.680 0.606 -3.457
C 1.925 3.198 -2.527
C 2.897 4.191 -1.813
O 3.119 4.034 -0.585
O 3.414 5.037 -2.543
N 0.477 3.494 -2.399
C 0.152 4.149 -1.122
C -1.349 4.130 -0.818
C -1.597 4.449 0.662
C -3.109 4.423 0.928
C -3.531 3.757 2.251
C -4.790 4.402 2.909
C -6.081 3.666 2.576
C -6.417 3.601 1.055
C -6.675 2.142 0.524
C -5.523 1.704 -0.422
C -4.400 0.971 0.364
O -4.204 -0.360 -0.043
C -3.221 -0.520 -1.045
P -0.117 4.445 -3.687
S 0.359 6.314 -3.737
H 0.571 -0.325 -0.199
H -0.110 0.699 -1.468
H -0.071 1.273 0.181
H 2.041 2.119 -0.017
H 2.624 0.540 -0.466
H 3.355 1.722 -2.220
H 2.169 3.273 -3.591
H 0.640 3.688 -0.267
H 0.458 5.203 -1.112
H -1.868 4.851 -1.458
H -1.761 3.131 -1.009
H -1.262 5.482 0.799
H -1.044 3.793 1.333
H -3.547 5.430 0.945
H -3.577 3.858 0.116
H -2.722 3.895 2.975
H -3.692 2.687 2.156
H -4.868 5.490 2.717
H -4.632 4.327 3.987
H -6.092 2.653 2.973
H -6.909 4.194 3.059
H -5.666 4.081 0.403
H -7.352 4.153 0.902
H -6.811 1.454 1.352
H -7.600 2.146 -0.034
H -5.147 2.606 -0.922
H -5.881 1.003 -1.170
H -4.665 0.930 1.426
H -3.478 1.574 0.302
H -2.609 -1.398 -0.825
H -3.714 -0.635 -2.016
H -2.528 0.330 -1.095
H 0.364 3.784 -4.830
H -1.515 4.321 -3.697
Rb 3.605 -0.022 -5.007
C 6.625 -4.742 0.452
C 7.902 -4.490 -0.358
C 8.712 -5.789 -0.455
C 8.104 -6.870 -1.354
C 7.234 -6.297 -2.483
C 7.548 -4.845 -2.863
N 7.425 -4.014 -1.664
O 7.639 -2.724 -1.878
C 6.473 -4.414 -3.862
C 8.912 -4.762 -3.556
C 8.776 -3.508 0.433
H 6.052 -3.825 0.556
H 6.858 -5.109 1.465
H 5.975 -5.479 -0.020
H 9.712 -5.550 -0.823
H 8.868 -6.202 0.545
H 8.913 -7.471 -1.772
H 7.503 -7.560 -0.758
H 7.314 -6.939 -3.362
H 6.185 -6.358 -2.177
H 5.488 -4.404 -3.389
H 6.434 -5.109 -4.702
H 6.673 -3.420 -4.260
H 8.917 -5.396 -4.445
H 9.733 -5.089 -2.918
H 9.127 -3.743 -3.879
H 9.034 -3.927 1.410
H 8.274 -2.559 0.620
H 9.709 -3.297 -0.086
Cs 5.563 -2.720 2.233
N -9.154 -1.502 3.921
C -8.672 -0.742 4.956
C -9.495 -0.937 6.034
C -10.507 -1.854 5.636
C -10.267 -2.185 4.330
H -8.754 -1.551 3.000
H -7.784 -0.124 4.841
H -9.384 -0.476 7.002
H -11.317 -2.227 6.241
H -10.791 -2.843 3.657
Cl -6.007 -0.127 6.027
Li -5.093 5.922 0.886
Mg -4.533 -1.788 5.829
O 0.037 -1.999 -7.209
H -0.385 -1.783 -8.046
H -0.661 -2.418 -6.694
C 0.947 -0.017 5.220
Cl 1.557 -1.668 5.013
Cl 0.184 0.585 3.744
H 0.205 -0.034 6.009
H 1.765 0.640 5.490
Br -7.951 -0.186 -0.382
```

These are the Löwdin partial charges, in e, on atoms 1 to 6: atom 1 (C): -0.1141, atom 2 (C): -0.2348, atom 3 (C): -0.5584, atom 4 (Cl): 0.3960, atom 5 (C): -0.3329, atom 6 (C): -0.7112


<b>
Computed, not measured: a molecular structure, C31H61BrCl4CsLiMgN3O5PRbS, with ωB97M-V/def2-TZVPD.

Results
Gap between HOMO and LUMO: 1.05 eV
Net charge: +1
HOMO: -6.5 eV

Structure (XYZ):
```
111
C31H61BrCl4CsLiMgN3O5PRbS, DFT ωB97M-V/def2-TZVPD
C 0.548 0.756 -0.715
C 1.918 1.372 -1.060
C 2.156 1.704 -2.516
Cl 1.501 0.453 -3.696
C 1.756 3.073 -3.009
C 2.749 4.168 -2.492
O 3.046 4.115 -1.273
O 3.161 4.923 -3.359
N 0.312 3.325 -2.781
C 0.092 4.134 -1.565
C -1.333 4.109 -1.051
C -1.356 4.666 0.365
C -2.767 4.642 0.939
C -2.850 4.240 2.415
C -3.973 4.933 3.208
C -5.232 4.099 3.323
C -5.910 3.687 1.998
C -6.116 2.144 1.899
C -5.190 1.549 0.832
C -3.834 1.090 1.402
O -3.590 -0.284 1.261
C -2.898 -0.646 0.089
P -0.475 4.065 -4.073
S -0.178 5.934 -4.440
H 0.666 -0.228 -0.276
H -0.115 0.669 -1.567
H 0.032 1.375 0.013
H 2.102 2.236 -0.439
H 2.670 0.635 -0.782
H 3.232 1.671 -2.665
H 1.915 3.034 -4.083
H 0.713 3.818 -0.738
H 0.347 5.178 -1.752
H -1.991 4.698 -1.687
H -1.701 3.082 -1.034
H -1.064 5.708 0.251
H -0.659 4.161 1.025
H -3.256 5.609 0.870
H -3.348 3.925 0.363
H -1.922 4.547 2.891
H -2.940 3.171 2.551
H -4.184 5.952 2.850
H -3.587 5.081 4.211
H -5.050 3.201 3.892
H -5.964 4.676 3.881
H -5.395 4.034 1.090
H -6.899 4.142 1.974
H -5.972 1.682 2.864
H -7.137 1.963 1.615
H -5.050 2.310 0.061
H -5.645 0.672 0.393
H -3.804 1.295 2.471
H -3.033 1.692 0.952
H -2.161 -1.406 0.327
H -3.599 -1.029 -0.650
H -2.353 0.194 -0.344
H -0.087 3.260 -5.150
H -1.835 3.826 -3.859
Rb 3.455 -0.166 -5.255
C 6.396 -4.595 0.465
C 7.693 -4.331 -0.304
C 8.541 -5.607 -0.327
C 7.996 -6.736 -1.212
C 7.152 -6.221 -2.392
C 7.441 -4.775 -2.807
N 7.251 -3.907 -1.641
O 7.430 -2.622 -1.885
C 6.394 -4.403 -3.855
C 8.828 -4.670 -3.447
C 8.508 -3.298 0.478
H 5.798 -3.693 0.510
H 6.601 -4.919 1.500
H 5.786 -5.367 -0.004
H 9.545 -5.348 -0.666
H 8.670 -5.978 0.692
H 8.835 -7.325 -1.579
H 7.392 -7.423 -0.616
H 7.282 -6.884 -3.248
H 6.093 -6.297 -2.125
H 5.393 -4.405 -3.418
H 6.408 -5.124 -4.673
H 6.588 -3.415 -4.272
H 8.885 -5.330 -4.314
H 9.631 -4.953 -2.766
H 9.020 -3.654 -3.789
H 8.742 -3.677 1.477
H 7.976 -2.358 0.613
H 9.451 -3.078 -0.016
Cs 5.213 -2.532 2.138
N -9.612 -1.862 2.698
C -9.269 -1.209 3.851
C -10.164 -1.576 4.823
C -11.077 -2.492 4.233
C -10.707 -2.647 2.922
H -9.135 -1.776 1.812
H -8.424 -0.540 3.885
H -10.163 -1.228 5.844
H -11.909 -2.978 4.714
H -11.129 -3.244 2.133
Cl -6.662 -0.510 5.250
Li -4.838 6.014 1.070
Mg -5.085 -2.042 5.062
O 0.015 -2.397 -7.402
H -0.404 -2.237 -8.253
H -0.671 -2.822 -6.877
C 0.354 0.095 4.888
Cl 1.071 -1.518 4.722
Cl -0.381 0.665 3.384
H -0.417 0.024 5.645
H 1.116 0.802 5.190
Br -7.366 -0.514 1.922
```

These are the Löwdin partial charges, in e, on atoms 1 to 6: atom 1 (C): -0.1155, atom 2 (C): -0.2305, atom 3 (C): -0.5624, atom 4 (Cl): 0.4068, atom 5 (C): -0.3368, atom 6 (C): -0.7132


Most stable structure, least stable structure: <b>, <a>.